(1)
7
Properties=species:S:1:pos:R:3:lowdin_charge:R:1 method="wB97M-V/def2-TZVPD" gap_ev="10.817 / 6.771" e_homo_ev="-15.39 / -16.96" e_above_lowest_kcal_mol=29.3 spin_multiplicity=3 charge=+1 s2=2.026
O 2.37734 -0.68500 -0.08882 -0.127
C 3.42883 -0.86268 0.29908 0.211
O -0.61505 0.29134 0.96265 -0.044
O -1.18149 -0.20180 -1.11198 -0.054
C -1.57175 0.31790 0.03851 -0.691
O -2.63463 0.93096 0.18218 0.361
Au 0.46387 -0.32532 -0.36004 1.344

(2)
8
Properties=species:S:1:pos:R:3:lowdin_charge:R:1 method="wB97M-V/def2-TZVPD" gap_ev="3.940 / 7.577" e_homo_ev="-5.72 / -9.40" e_above_lowest_kcal_mol=119.5 spin_multiplicity=2 charge=0 s2=0.752
O 0.16326 -0.17662 0.14631 -0.077
Li -1.04144 -1.75465 0.58946 0.837
O -0.94938 1.58476 -0.84523 0.073
O -2.00537 -0.24953 -0.06018 -0.105
C -1.03588 0.50767 -0.29522 -0.752
C 1.42503 0.19516 -0.25106 -0.540
O 2.32884 -0.48138 0.27526 -0.042
Be 2.60821 0.88483 -0.55836 0.607